Computed, not measured: C39H28ClCo2O7PS as an isolated structure, with the ωB97M-V functional and the def2-TZVPD basis.

Structure (ORCA input):
```
! RIJCOSX wB97M-V def2-TZVPD def2/J DEFGRID3
* xyz -2 1
C -0.2850 5.6785 3.6533
C -0.3663 4.2666 1.2331
C -3.0688 3.4097 -0.6236
H -0.3141 6.2748 -0.2811
Cl -2.8322 -3.5012 0.2203
H -2.4603 3.9255 1.6996
H 1.9877 -3.6015 -1.6363
C 1.8745 1.9578 1.4425
H 2.3203 2.7095 2.0693
C 4.0860 -3.7079 1.0886
H 1.6431 -8.7240 -1.3929
C -0.2537 5.9140 -1.3110
C -1.1692 -7.3701 -0.0484
H -3.1760 -8.1164 -0.3054
C 0.8105 4.9191 1.6307
Co 1.4804 1.9215 -0.3298
H -0.0414 7.1369 -4.5040
C 0.2929 -0.8193 0.5576
C 0.1865 -7.5486 -0.3247
H 3.0841 -5.2348 -0.0899
C 2.7876 -1.8831 -0.6062
C -1.5532 -4.5414 0.2466
O -0.0922 -1.7942 0.0607
H -2.3459 5.0557 3.8854
C 0.5832 -8.5854 -1.1773
O 1.3899 -0.6430 4.0845
C 2.3988 0.7639 0.8490
C -0.3682 -9.4523 -1.7269
C -4.3431 2.8463 -0.7590
C -2.1151 1.1843 -0.6320
H -0.1319 4.6894 -5.0011
H -0.1042 7.9073 -2.1254
C -0.1189 6.4116 -3.6874
C 2.6160 -3.2515 -0.8051
H 2.3675 -1.1531 -1.3126
C 2.5625 3.1489 -0.9328
C -1.4602 5.0375 3.2490
O -1.8180 1.4072 2.7324
C -1.9528 2.5641 -0.5108
H -5.4976 1.0161 -0.9171
H -0.2972 3.0367 -3.1588
O -3.0661 -6.3112 1.3707
H -1.2355 0.5363 -0.6013
O 0.7524 0.3989 -2.6812
C -0.2499 4.1066 -2.9324
C -0.1573 6.8418 -2.3565
H 1.7033 4.8693 0.9992
C 3.5217 -0.0435 0.9133
H -3.4779 -0.4533 -0.8591
H -2.9455 4.4971 -0.5964
H -5.2159 3.4957 -0.8091
S -1.6729 -6.0492 1.0825
C 0.8513 5.6134 2.8424
H 0.9275 -6.9020 0.1455
C 4.2649 -2.3487 1.2776
C -3.3835 0.6291 -0.7839
O -0.6872 -6.1321 2.1356
C 3.5442 -1.4125 0.4936
C -1.7207 -9.2766 -1.4166
O 3.2538 4.0205 -1.2754
H 4.3679 0.3575 1.4765
Co 0.7341 0.5998 1.5577
C 1.1065 -0.1319 3.0853
C 1.0537 0.9702 -1.7154
H -2.4700 -9.9594 -1.8196
H 4.8760 -1.9435 2.0801
H -0.0593 -10.2673 -2.3888
C -2.1271 -8.2357 -0.5741
H -0.2464 6.2125 4.6068
H 4.5965 -4.4101 1.7489
H 1.7829 6.0947 3.1414
C -0.8090 1.1719 2.2092
C -0.2629 4.5391 -1.5952
H -0.6416 -4.2738 -0.2699
C -0.1674 5.0412 -3.9693
P -0.2725 3.2487 -0.2854
C -4.5037 1.4582 -0.8259
C 3.2454 -4.1648 0.0582
C -1.5159 4.3580 2.0284
*
```

These are the Löwdin partial charges, in e, on atoms 1 to 8: -0.101 -0.333 -0.104 0.097 0.506 0.092 0.104 -0.298

=====

Computed, not measured: C39H28ClN8O3RbS3 as an isolated structure, with the ωB97M-V functional and the def2-TZVPD basis.

Structure (ORCA input):
```
! RIJCOSX wB97M-V def2-TZVPD def2/J DEFGRID3
* xyz -2 1
N -1.5140 -2.3118 1.3632
C 6.9097 -1.1195 -3.5501
H -0.4275 4.7867 1.8690
C -3.4730 2.8403 3.1293
H 0.9218 -2.3431 -5.1265
H -4.4276 3.6898 1.3936
N 5.6988 0.6477 -2.5764
C -2.5088 -4.8809 1.0867
H -5.3431 -0.8999 -4.9784
C 0.5587 3.7678 5.4455
C -5.7215 0.7336 -2.0364
H 0.9957 2.1481 6.7941
H 1.8970 -2.6368 -2.8321
H -1.4453 -1.5633 -5.3173
C -4.2411 1.5553 1.2506
H 11.2176 0.6231 -1.4240
C 4.7966 0.2148 -3.4131
C 8.4396 1.0024 0.4672
C -4.0750 2.7972 1.8912
H 6.4276 0.6528 -0.2258
H -7.4456 1.8025 -1.3450
H -2.8686 -0.4631 3.4020
C -4.6937 0.8353 -0.9591
C 0.2207 4.1141 4.1667
C -5.1400 -0.0139 -3.0382
C -3.3236 -3.7820 0.8565
N -3.0080 -0.9873 -3.4015
H -8.7239 1.2766 -3.4417
C 0.5557 1.4492 4.8321
Cl 0.7853 4.9940 6.6758
S 8.1301 -2.2402 -3.8315
C -5.8217 -0.3166 -4.2027
S 5.3751 -1.1451 -4.3693
C -0.3871 3.6740 1.8809
C 0.0765 -2.0194 -1.8886
C 9.7856 0.9943 0.1299
C 0.3264 -2.1503 -4.2429
H 0.5532 -1.1259 2.0729
C 10.1697 0.6221 -1.1495
C -3.0498 1.6538 3.7215
O 1.1472 -1.7945 1.6892
C -7.1214 0.1610 -4.3246
H 8.1269 1.2993 1.4603
Rb -0.9908 0.5153 0.1495
C -7.0132 1.2158 -2.1453
C 9.2226 0.2502 -2.0907
H -2.8924 -5.8872 0.9678
C -0.9714 -1.7097 -4.3569
H 9.5101 -0.0473 -3.0870
S 3.2330 0.8350 -3.6480
H -7.6911 -0.0523 -5.2221
H 0.4678 -2.1084 -0.8773
C -1.7079 -1.4042 -3.1940
H -0.5147 -5.4984 1.6266
C 0.0261 3.1455 3.1664
H 10.5307 1.2841 0.8610
H -4.3551 -3.8927 0.5509
C 7.8783 0.2467 -1.7381
C 0.6904 -3.0769 2.0079
O 0.0262 0.8065 2.6387
N 6.8695 -0.1035 -2.6723
N -1.1725 -1.5548 -1.9831
N -3.5516 0.1890 -1.3247
C -3.7554 -0.3347 -2.5692
H -2.5544 1.6426 4.6827
H 0.7704 -3.2730 3.0888
C -2.7825 -2.5144 1.0028
H 1.3554 -3.7848 1.5064
O -0.6879 3.0696 0.8684
H 0.0884 5.1594 3.9085
H -3.3725 -1.6225 0.8214
N -4.9976 1.5148 0.0994
C 0.8726 -2.3233 -2.9742
C 0.1937 1.7373 3.4651
C 7.4813 0.6332 -0.4623
C 0.7273 2.4171 5.7793
H -3.3219 3.7882 3.6327
H 0.6859 0.4035 5.0840
C -7.7093 0.9174 -3.3106
N -3.7930 0.4222 1.8036
C -0.7346 -3.3610 1.5803
C -1.1921 -4.6708 1.4536
C -3.2232 0.4844 3.0065
*
```

These are the Löwdin partial charges, in e, on atoms 1 to 8: 0.099 -1.120 0.117 -0.085 0.101 0.105 -0.010 -0.081

=====

Maximum force list, top to bottom, in eV/Å: 4.46 0.63
Relative energy (zero: lowest compared OMol25 entry of this formula, charge and spin) list, top to bottom, in kJ/mol: 0.0 5.8